{"formula": "C4H9BN2", "method": "ωB97M-V/def2-TZVPD", "gap_ev": 8.6, "homo_ev": -7.856, "lumo_energy_ev": 0.761, "relative_energy_kcal_mol": 101.6, "elements": ["B", "C", "C", "C", "C", "N", "N", "H", "H", "H", "H", "H", "H", "H", "H", "H"], "positions_angstrom": [[0.3392, -0.4597, 0.4682], [2.4058, 1.2129, 0.1762], [1.2370, 1.8586, -0.4724], [-2.0902, -0.7758, -0.6628], [-1.9307, -1.8307, 0.3677], [1.1745, 0.5213, 0.0294], [-0.9158, -0.8626, 0.1427], [0.8439, -1.8270, 2.1541], [3.2276, 0.8711, -0.4421], [2.6978, 1.5277, 1.1714], [0.6901, 2.6235, 0.0702], [1.2173, 1.9804, -1.5481], [-1.9992, -1.0351, -1.7122], [-2.7635, 0.0501, -0.4638], [-2.4852, -1.7560, 1.2952], [-1.7164, -2.8483, 0.0609]], "forces_ev_per_a": [[0.5, -2.0, 2.4], [0.4, -0.1, 0.2], [-0.3, 0.4, -0.2], [-0.2, 0.3, -0.5], [0.0, -0.3, 0.4], [0.3, 0.1, -0.1], [-0.4, -0.2, 0.0], [-0.4, 1.7, -2.1], [0.0, 0.0, -0.1], [-0.1, 0.0, 0.1], [0.0, -0.1, 0.1], [0.1, 0.0, -0.1], [0.0, -0.1, 0.0], [0.0, 0.0, 0.0], [0.0, 0.1, 0.0], [0.1, 0.0, -0.1]]}

=====

{"formula": "C4H9BOS", "method": "ωB97M-V/def2-TZVPD", "gap_ev": 9.9, "homo_ev": -9.298, "lumo_energy_ev": 0.640, "relative_energy_kcal_mol": 10.1, "elements": ["C", "B", "O", "C", "C", "C", "S", "H", "H", "H", "H", "H", "H", "H", "H", "H"], "positions_angstrom": [[-2.7186, -0.6045, -0.1941], [-1.1948, -0.1325, 0.0257], [-0.2510, -1.1747, 0.2178], [1.1425, -1.0106, 0.2495], [1.7270, 0.2187, -0.4521], [1.1068, 1.4945, 0.2079], [-0.7384, 1.5961, 0.1055], [-3.1947, -0.3898, 0.8659], [-2.8468, -1.6843, -0.3083], [-3.2826, 0.1105, -0.9643], [1.5978, -2.0265, 0.0078], [1.5501, -1.0581, 1.2779], [2.7936, 0.2874, -0.6157], [1.3947, 0.3113, -1.5268], [1.4054, 1.5050, 1.3357], [1.5089, 2.5577, -0.2324]], "forces_ev_per_a": [[-0.8, 2.4, 1.3], [0.4, -2.2, 0.0], [-1.1, 1.4, -0.5], [2.2, -1.8, 0.8], [-2.3, 1.3, -1.7], [1.7, 1.9, 1.3], [0.7, 0.2, -0.2], [0.6, -0.2, -2.0], [0.0, 0.3, -0.5], [1.1, -1.9, 1.6], [-0.6, 1.3, -1.0], [-0.7, 0.9, 0.2], [0.4, -0.3, 1.0], [-0.1, -0.6, 0.8], [-0.6, 0.1, -1.9], [-0.9, -2.8, 0.9]]}

=====

{"formula": "C4H9Br2P", "method": "ωB97M-V/def2-TZVPD", "gap_ev": 9.0, "homo_ev": -8.835, "lumo_energy_ev": 0.163, "relative_energy_kcal_mol": 38.0, "elements": ["C", "C", "C", "C", "P", "Br", "Br", "H", "H", "H", "H", "H", "H", "H", "H", "H"], "positions_angstrom": [[-0.7051, -0.5422, -1.2297], [-0.1205, 0.0551, 0.0256], [-1.2464, 0.7435, 0.8790], [1.0673, 0.8185, -0.3846], [0.4224, -1.7287, 1.2563], [2.1252, -2.3607, -0.1728], [1.8001, -0.9785, 2.7966], [-0.1986, -1.3181, -1.9116], [-1.6726, -0.8642, -1.0777], [-0.9083, 0.3490, -1.7927], [-1.6055, 1.5941, 0.3494], [-1.0179, 0.9443, 1.9053], [-2.1389, 0.1275, 0.8127], [1.1524, 0.8024, -1.4480], [0.9689, 1.8624, -0.0438], [2.0776, 0.4956, 0.0361]], "forces_ev_per_a": [[0.7, -0.4, -1.1], [-0.3, -3.0, 2.2], [0.5, -1.5, -1.5], [2.3, 1.4, 1.8], [0.2, 1.4, -2.3], [-0.7, -0.1, 0.3], [-0.1, 0.5, 0.4], [-0.1, 1.4, 1.5], [-2.2, -1.3, 0.6], [0.2, 0.5, -1.0], [0.2, 1.3, -0.3], [0.4, 0.3, 0.4], [0.0, -0.6, 0.5], [0.3, 0.1, -0.7], [0.1, -0.2, -0.3], [-1.4, 0.1, -0.4]]}

=====

{"formula": "C4H9Br4N5", "method": "ωB97M-V/def2-TZVPD", "gap_ev": [5.6, 4.2], "homo_ev": [-14.904, -14.327], "lumo_energy_ev": [-9.317, -10.140], "charge": 2, "elements": ["C", "C", "C", "C", "N", "N", "N", "N", "N", "Br", "Br", "Br", "Br", "H", "H", "H", "H", "H", "H", "H", "H", "H"], "positions_angstrom": [[-0.9071, 0.0045, 0.8404], [1.0993, 1.2368, 0.0100], [-1.3684, -2.4968, 0.8890], [3.0732, -0.0568, -0.9978], [-0.1560, 1.0743, 0.5341], [-4.3494, 0.0827, 0.0378], [1.4344, 2.4490, -0.3086], [-0.8449, -1.1818, 0.3872], [1.9132, 0.1643, -0.0939], [-5.5808, 0.8280, 1.0222], [-4.7926, -0.5707, -1.6053], [0.0371, 3.8415, -0.3602], [3.2057, 3.2003, -0.5424], [-2.0912, -2.4256, 1.6139], [-0.4080, -3.0378, 1.2867], [-1.7431, -3.1009, -0.0675], [3.9752, 0.4006, -0.6958], [2.8774, 0.4198, -1.8857], [3.2207, -1.0518, -1.1452], [-0.6231, 2.0071, 0.4830], [-0.0167, -1.3831, -0.1851], [2.0453, -0.4036, 0.7833]], "forces_ev_per_a": [[0.2, -0.4, -1.0], [1.6, -1.6, 0.3], [2.8, -2.2, -3.2], [-0.8, 2.4, 1.3], [-1.4, 1.0, 0.3], [2.2, -0.7, -0.5], [0.0, 2.9, -0.8], [0.7, -0.5, 0.9], [0.7, -1.2, 1.5], [-1.5, 0.7, 0.7], [-0.4, 0.0, -0.2], [1.4, -0.8, -0.2], [-1.4, -0.9, 0.2], [-1.7, 0.5, 1.6], [-2.0, 0.9, -0.6], [0.7, 1.4, 2.2], [1.0, 0.3, 1.1], [-0.8, 0.8, -2.4], [0.1, -2.9, -0.3], [-0.4, -0.9, 0.7], [-0.3, 0.4, -0.5], [-0.7, 0.8, -1.1]]}

=====

{"formula": "C4H9BrN", "method": "ωB97M-V/def2-TZVPD", "gap_ev": [8.9, 8.1], "homo_ev": [-13.238, -12.597], "lumo_energy_ev": [-4.321, -4.537], "relative_energy_kcal_mol": 79.1, "charge": 1, "elements": ["C", "C", "C", "C", "N", "Br", "H", "H", "H", "H", "H", "H", "H", "H", "H"], "positions_angstrom": [[-2.2174, -0.3926, -1.0877], [-1.8366, -0.6900, 0.0954], [1.4032, 0.3736, -0.9384], [0.4389, 0.5462, 0.1784], [1.0379, 0.0812, 1.4492], [-2.1280, -1.8153, 1.5380], [-3.0345, -0.8543, -1.5463], [-1.7508, 0.3161, -1.6736], [1.0440, 0.7520, -1.9037], [2.2823, 0.9736, -0.7114], [1.5816, -0.7223, -0.9129], [-0.1598, 1.5558, 0.1793], [1.4786, 0.7834, 2.1257], [1.7192, -0.7282, 1.2668], [0.1414, -0.1793, 1.9414]], "forces_ev_per_a": [[-0.8, -0.7, 0.1], [2.9, 0.3, 1.7], [-0.7, -0.7, 0.2], [-2.2, 2.3, -0.8], [-0.8, 0.1, 1.5], [0.0, 0.5, -0.6], [-1.5, -0.8, -0.5], [1.2, 1.5, -1.0], [-0.1, -0.5, 0.3], [0.5, -0.2, 0.0], [0.6, 0.6, -0.9], [1.4, -2.1, 0.8], [-0.3, -0.8, -1.4], [-1.4, 1.2, 0.6], [1.4, -0.8, 0.1]]}

=====

{"formula": "C4H9BrN2S", "method": "ωB97M-V/def2-TZVPD", "gap_ev": [8.2, 8.2], "homo_ev": [-8.374, -8.375], "lumo_energy_ev": [-0.136, -0.136], "relative_energy_kcal_mol": 55.5, "elements": ["C", "C", "C", "C", "N", "N", "S", "Br", "H", "H", "H", "H", "H", "H", "H", "H", "H"], "positions_angstrom": [[-1.6184, 1.6851, 0.0933], [0.1546, -1.8005, 1.2638], [1.0129, -0.2697, -1.6094], [-0.1596, -0.3004, 0.9844], [-2.5734, 2.3595, -0.3989], [1.2717, 0.5237, -0.4797], [-1.7326, -0.0187, 0.1581], [2.9681, 0.1770, 0.2142], [-0.6086, 1.9752, 0.2952], [-0.3885, -2.0599, 2.1820], [-0.0109, -2.3691, 0.3944], [1.1752, -2.0406, 1.3307], [1.6904, -0.1645, -2.3853], [1.0703, -1.3904, -1.5181], [0.0748, -0.0463, -2.1988], [0.0418, 0.3895, 1.8592], [-2.3678, 3.3501, -0.1851]], "forces_ev_per_a": [[-0.6, 0.4, -1.2], [-0.9, 2.4, -0.1], [-1.8, -2.3, -1.3], [1.4, 0.2, -0.8], [0.3, 0.8, 1.4], [-2.3, -0.3, 2.6], [1.0, -1.7, 0.7], [0.0, -0.2, 0.1], [0.5, 0.9, 0.7], [0.1, -0.4, -0.5], [-1.5, -0.9, -1.0], [1.8, 0.5, 1.0], [2.1, 0.9, -1.4], [-0.4, 0.6, 0.6], [0.4, 0.1, 1.4], [-0.1, -0.7, -1.3], [-0.1, -0.3, -0.9]]}

=====

{"formula": "C4H9BrNO", "method": "ωB97M-V/def2-TZVPD", "gap_ev": [9.2, 9.2], "homo_ev": [-14.167, -14.168], "lumo_energy_ev": [-5.007, -5.009], "relative_energy_kcal_mol": 93.8, "charge": 1, "elements": ["C", "C", "C", "C", "N", "O", "Br", "H", "H", "H", "H", "H", "H", "H", "H", "H"], "positions_angstrom": [[-0.0728, 1.1420, 1.0778], [-0.4128, 0.1893, 0.2440], [-0.6410, 0.3436, -1.2268], [0.1730, -2.2128, 0.3850], [-0.6487, -1.0781, 0.8986], [0.4265, -3.0850, 1.3509], [-0.8250, -3.0079, -1.2125], [0.0774, 0.9147, 2.1662], [0.1568, 2.0838, 0.8001], [-0.6591, -0.6241, -1.7272], [0.2226, 0.9531, -1.5572], [-1.5284, 0.9316, -1.5449], [1.7356, -1.1405, 0.0140], [-1.6471, -1.4420, 0.7617], [-0.3825, -1.0883, 1.9183], [0.8384, -3.9864, 1.2068]], "forces_ev_per_a": [[0.1, -2.6, 2.7], [-0.7, 1.1, 0.0], [0.5, 0.5, -0.5], [3.1, 0.3, -2.5], [-1.2, -2.8, 0.8], [-0.2, -0.3, 0.6], [1.1, 0.2, 1.3], [-0.2, 0.3, -1.1], [0.6, 2.9, -1.1], [0.2, 0.5, -0.2], [-0.4, -0.5, -0.2], [0.3, -0.5, 0.7], [-3.0, -2.2, 0.4], [1.1, 0.9, 0.6], [-0.7, 0.5, -0.9], [-0.6, 1.6, -0.6]]}

=====

{"formula": "C4H9Cl2", "method": "ωB97M-V/def2-TZVPD", "gap_ev": [11.0, 8.0], "spin_multiplicity": 2, "s2": 0.75, "homo_ev": [-10.028, -10.504], "lumo_energy_ev": [0.982, -2.497], "relative_energy_kcal_mol": 7.2, "elements": ["Cl", "Cl", "C", "C", "C", "C", "H", "H", "H", "H", "H", "H", "H", "H", "H"], "positions_angstrom": [[-0.0028, 2.7615, -2.1282], [1.5802, 1.0547, -0.9535], [-1.7288, 0.7014, 0.4023], [-0.7437, -0.3261, -0.1235], [0.7604, 0.0383, 0.2135], [1.6159, -1.2158, 0.1990], [-2.7082, 0.5548, -0.0803], [-1.8093, 0.5753, 1.4792], [-1.3880, 1.7624, 0.2694], [-1.0365, -1.3409, 0.1878], [-0.8701, -0.3173, -1.2008], [0.7993, 0.5128, 1.2195], [2.5494, -1.2094, 0.8079], [1.0139, -2.0769, 0.5304], [1.9682, -1.4747, -0.8225]], "forces_ev_per_a": [[-0.2, 0.2, -0.1], [0.1, 1.1, -0.5], [0.1, 0.7, 0.4], [0.7, 1.0, -0.7], [-1.0, -1.7, 1.2], [0.8, -1.6, 0.1], [0.3, 0.2, 0.3], [-0.4, 0.0, 0.2], [-0.3, -1.0, -0.3], [0.5, 0.4, 0.2], [0.3, -0.2, -0.4], [0.0, -0.1, -0.8], [-0.8, 0.4, -0.2], [0.3, 0.3, 0.1], [-0.5, 0.2, 0.5]]}

=====

Which F_max belongs to each record? In order, 3.153, 3.106, 3.710, 4.787, 3.384, 3.524, 4.026, 2.366 eV/A.